No. 1
Molecular formula: C3H7O3
Method: DFT, the ωB97M-V functional and the def2-TZVPD basis

Last column: natural (NBO) charge in e.
CARTESIAN COORDINATES (ANGSTROEM)
C (1.052, -1.934, -1.211)  -0.231
O (0.513, -2.484, -0.051)  -0.728
H (0.840, -2.124, 0.772)  0.480
H (1.427, -0.916, -1.378)  0.187
H (0.235, -2.031, -1.959)  0.172
H (1.934, -2.511, -1.538)  0.114
C (-1.012, 2.448, 0.003)  -0.755
C (-0.416, 1.065, 0.447)  0.765
O (-0.665, 0.095, -0.296)  -0.783
O (0.256, 1.116, 1.499)  -0.799
H (-0.231, 3.237, 0.213)  0.188
H (-2.018, 2.773, 0.270)  0.197
H (-0.854, 2.487, -1.078)  0.192

Summary:
Charge   -1
Relative energy (zero: lowest compared OMol25 entry of this formula, charge and spin)   41.4 kcal per mole
LUMO   4.109 eV
Total energy   -344.2442 hartree
E_HOMO   -3.94 eV

***

No. 2
Molecular formula: H34O17
Method: DFT, the ωB97M-V functional and the def2-TZVPD basis

Last column: natural (NBO) charge in e.
CARTESIAN COORDINATES (ANGSTROEM)
O (0.081, -1.111, -1.688)  -0.991
H (0.587, -1.242, -0.872)  0.500
H (0.706, -0.618, -2.239)  0.497
O (3.949, 1.809, -0.055)  -0.955
H (3.038, 1.532, 0.147)  0.474
H (3.662, 2.711, -0.288)  0.481
O (0.254, 2.202, -4.161)  -0.943
H (1.040, 2.704, -4.004)  0.468
H (0.498, 1.412, -4.649)  0.476
O (-2.429, -3.509, -0.156)  -0.903
H (-2.299, -4.457, -0.092)  0.508
H (-1.906, -3.266, -0.924)  0.511
O (1.385, -4.016, -1.807)  -0.961
H (1.272, -3.067, -1.765)  0.482
H (1.960, -4.311, -1.124)  0.475
O (3.069, -0.117, -2.429)  -0.989
H (3.571, 0.699, -2.430)  0.500
H (3.336, -0.795, -3.046)  0.496
O (-2.050, 1.614, 3.222)  -0.951
H (-1.122, 1.860, 3.171)  0.483
H (-2.382, 1.534, 2.325)  0.470
O (4.881, -0.801, -0.590)  -0.943
H (4.811, -1.202, 0.280)  0.460
H (4.133, -0.229, -0.679)  0.476
O (-4.508, 1.662, 0.853)  -0.965
H (-4.907, 1.689, 1.724)  0.476
H (-4.165, 0.779, 0.685)  0.492
O (-2.746, -1.184, -2.468)  -0.962
H (-1.870, -1.062, -2.071)  0.479
H (-3.317, -0.654, -1.908)  0.477
O (-3.467, -1.783, 0.194)  -1.010
H (-4.066, -2.196, 0.826)  0.453
H (-2.764, -2.438, 0.125)  0.445
O (2.454, 4.527, 0.662)  -0.953
H (2.024, 5.328, 0.980)  0.478
H (2.046, 3.848, 1.214)  0.476
O (-1.465, 3.811, 1.488)  -0.951
H (-2.127, 4.422, 1.733)  0.479
H (-1.816, 2.937, 1.331)  0.469
O (-0.437, -1.682, 1.881)  -0.989
H (-0.865, -2.072, 2.674)  0.496
H (-1.261, -1.558, 1.395)  0.476
O (2.260, -2.084, 0.492)  -0.958
H (2.588, -1.185, 0.576)  0.468
H (1.808, -2.259, 1.319)  0.493
O (1.050, 1.751, -0.671)  -0.969
H (0.379, 1.179, -1.075)  0.486
H (0.856, 2.541, -1.187)  0.482
O (-2.033, -1.474, 4.073)  -0.961
H (-1.758, -0.558, 3.985)  0.495
H (-1.940, -1.617, 5.022)  0.475

Summary:
Relative energy (zero: lowest compared OMol25 entry of this formula, charge and spin)   94.5 kcal per mole
LUMO   -0.072 eV
Total energy   -1299.3793 hartree
E_HOMO   -10.28 eV

***

No. 3
Molecular formula: C24H19IN3PdS2Se
Method: DFT, the ωB97M-V functional and the def2-TZVPD basis

Last column: Mulliken spin population.
CARTESIAN COORDINATES (ANGSTROEM)
Pd (0.359, 0.812, -0.248)  1.458
C (0.115, 1.129, 5.323)  0.016
S (0.746, 2.539, 4.395)  0.026
C (0.427, 2.112, 2.745)  -0.003
S (-0.041, 0.486, 2.337)  0.564
N (0.542, 3.136, 1.941)  0.039
N (0.382, 2.834, 0.630)  0.116
C (0.317, 3.792, -0.203)  0.023
C (0.063, 3.471, -1.615)  0.002
C (0.061, 4.453, -2.590)  0.004
C (-0.257, 4.102, -3.893)  -0.004
C (-0.571, 2.784, -4.177)  0.004
C (-0.529, 1.856, -3.150)  -0.009
N (-0.217, 2.190, -1.902)  0.106
H (0.175, 1.436, 6.367)  0.001
H (0.726, 0.243, 5.171)  -0.005
H (-0.922, 0.932, 5.065)  -0.007
H (0.396, 4.823, 0.131)  -0.001
H (0.309, 5.472, -2.322)  0.000
H (-0.262, 4.848, -4.678)  0.000
H (-0.843, 2.474, -5.177)  0.000
H (-0.744, 0.809, -3.326)  0.001
I (3.215, 1.409, -0.640)  0.113
C (3.577, -0.627, -0.323)  0.002
C (4.877, -1.031, -0.262)  0.016
C (5.165, -2.406, -0.121)  -0.006
C (4.150, -3.315, -0.087)  0.024
C (2.799, -2.900, -0.164)  -0.007
C (1.749, -3.857, -0.198)  0.062
C (0.448, -3.470, -0.299)  -0.001
C (0.126, -2.092, -0.285)  -0.146
C (1.111, -1.134, -0.283)  0.576
C (2.483, -1.517, -0.244)  -0.167
H (5.685, -0.315, -0.330)  -0.005
H (6.196, -2.729, -0.064)  0.000
H (4.363, -4.375, -0.008)  0.001
H (2.007, -4.908, -0.137)  0.002
H (-0.346, -4.205, -0.344)  -0.004
H (-0.920, -1.811, -0.272)  0.034
Se (-2.173, 1.219, 0.619)  1.091
C (-3.181, -0.369, 0.422)  0.019
C (-2.862, -1.517, 1.147)  0.040
C (-3.628, -2.661, 0.981)  -0.028
C (-4.700, -2.661, 0.095)  0.057
C (-5.019, -1.513, -0.620)  -0.025
C (-4.264, -0.359, -0.457)  0.027
H (-2.032, -1.509, 1.841)  0.004
H (-3.390, -3.553, 1.546)  -0.001
H (-5.293, -3.558, -0.033)  0.002
H (-5.861, -1.511, -1.300)  -0.001
H (-4.516, 0.541, -1.005)  -0.010

Summary:
Charge   +1
Relative energy (zero: lowest compared OMol25 entry of this formula, charge and spin)   0.0 kcal per mole
LUMO (alpha / beta)   -3.615 / -5.461 eV
Total energy   -4713.2670 hartree
E_HOMO (alpha / beta)   -10.53 / -10.77 eV
Multiplicity   5

***

No. 4
Molecular formula: C19H26MnN6O2S5
Method: DFT, the ωB97M-V functional and the def2-TZVPD basis

Last column: Mulliken spin population.
CARTESIAN COORDINATES (ANGSTROEM)
Mn (0.015, 1.094, 0.454)  1.076
C (3.794, 0.597, 3.902)  0.001
N (3.902, 1.062, 2.528)  0.009
C (4.957, 1.759, 1.971)  0.002
C (4.671, 1.966, 0.676)  0.002
N (3.425, 1.388, 0.430)  0.002
C (2.964, 0.852, 1.592)  0.004
S (1.501, 0.038, 1.871)  -0.019
C (2.857, 1.250, -0.858)  -0.001
C (3.728, 1.173, -1.938)  0.002
C (3.221, 1.085, -3.219)  0.000
C (1.845, 1.092, -3.383)  0.007
C (1.057, 1.152, -2.257)  0.010
N (1.529, 1.200, -1.000)  -0.025
H (4.760, 0.695, 4.387)  0.000
H (3.486, -0.446, 3.911)  0.002
H (3.052, 1.181, 4.445)  -0.001
H (5.819, 2.057, 2.542)  0.000
H (5.226, 2.504, -0.070)  0.000
H (4.794, 1.159, -1.769)  0.000
H (3.885, 1.014, -4.070)  0.000
H (1.393, 1.045, -4.363)  0.000
H (-0.019, 1.179, -2.366)  -0.008
S (-0.945, 3.491, 4.138)  -0.008
C (-0.862, 2.752, 2.721)  -0.004
S (0.355, 3.229, 1.477)  -0.007
S (-1.724, 1.288, 2.238)  -0.010
C (-3.378, -1.165, -2.235)  0.001
C (-2.127, -2.040, -2.341)  -0.002
N (-1.675, -2.576, -1.056)  0.001
C (-1.987, -3.988, -0.781)  0.000
C (-3.390, -4.194, -0.213)  0.000
C (-1.076, -1.798, -0.154)  0.001
C (-0.704, -2.398, 1.165)  0.000
N (-0.780, -0.535, -0.399)  -0.028
H (-3.581, -0.703, -3.201)  0.000
H (-3.271, -0.387, -1.478)  0.000
H (-4.243, -1.767, -1.965)  0.000
H (-1.299, -1.499, -2.812)  -0.001
H (-2.349, -2.885, -2.987)  0.000
H (-1.237, -4.394, -0.108)  0.000
H (-1.898, -4.528, -1.722)  0.000
H (-3.561, -3.582, 0.673)  0.000
H (-3.516, -5.240, 0.063)  0.000
H (-4.151, -3.955, -0.956)  0.000
H (0.136, -3.085, 1.055)  0.001
H (-1.544, -2.939, 1.594)  0.000
H (-0.415, -1.613, 1.852)  0.001
H (-1.104, -0.270, -1.322)  0.012
S (-2.106, 0.417, 4.101)  -0.002
C (-3.013, -0.836, 3.424)  -0.001
N (-3.609, -1.695, 2.942)  0.000
C (-2.551, 2.822, -1.236)  0.002
O (-1.616, 2.510, -0.157)  0.000
C (-0.406, 3.113, -0.189)  -0.006
O (0.108, 3.669, -1.110)  -0.013
H (-3.029, 1.895, -1.536)  -0.001
H (-2.025, 3.281, -2.067)  -0.001
H (-3.291, 3.508, -0.833)  0.000

Summary:
Charge   +2
Relative energy (zero: lowest compared OMol25 entry of this formula, charge and spin)   1.0 kcal per mole
LUMO (alpha / beta)   -7.081 / -7.064 eV
Total energy   -4360.0145 hartree
E_HOMO (alpha / beta)   -14.24 / -14.20 eV
Multiplicity   2

***

No. 5
Molecular formula: C34H32O6PRuS3
Method: DFT, the ωB97M-V functional and the def2-TZVPD basis

Last column: Mulliken spin population.
CARTESIAN COORDINATES (ANGSTROEM)
Ru (-0.506, -0.080, 0.017)  4.176
C (-0.334, -3.588, 4.046)  0.004
C (0.065, -2.381, 4.618)  0.000
C (-0.419, -1.185, 4.120)  0.001
C (-1.315, -1.180, 3.049)  0.005
C (-1.710, -2.389, 2.484)  -0.005
C (-1.220, -3.593, 2.982)  -0.008
P (-1.942, 0.367, 2.300)  0.049
C (-3.319, 0.920, 3.359)  0.070
C (-3.928, 2.139, 3.056)  0.034
C (-4.959, 2.621, 3.846)  -0.004
C (-5.401, 1.881, 4.938)  0.010
C (-4.813, 0.661, 5.232)  -0.005
C (-3.772, 0.178, 4.445)  0.008
C (-0.566, 1.498, 2.554)  -0.133
C (-0.361, 2.414, 3.580)  0.002
C (0.821, 3.141, 3.600)  0.010
C (1.767, 2.938, 2.600)  0.004
C (1.533, 2.026, 1.574)  -0.028
C (0.355, 1.291, 1.522)  0.275
H (0.063, -4.522, 4.425)  0.000
H (0.760, -2.378, 5.449)  0.000
H (-0.087, -0.248, 4.550)  -0.001
H (-2.380, -2.395, 1.633)  0.015
H (-1.517, -4.523, 2.517)  0.000
H (-3.590, 2.711, 2.199)  0.002
H (-5.423, 3.570, 3.609)  0.000
H (-6.209, 2.256, 5.554)  0.001
H (-5.160, 0.080, 6.077)  0.000
H (-3.314, -0.774, 4.679)  0.001
H (-1.109, 2.559, 4.353)  0.002
H (1.007, 3.858, 4.390)  0.001
H (2.690, 3.507, 2.610)  0.002
H (2.282, 1.930, 0.798)  0.012
O (1.530, -1.275, 0.429)  -0.037
S (2.954, -1.662, 0.083)  0.027
C (3.807, -0.263, -0.700)  0.003
C (3.416, 0.174, -2.110)  0.009
C (2.001, 0.766, -2.216)  -0.020
C (1.953, 2.282, -2.211)  0.005
S (0.283, 2.956, -2.066)  0.019
O (-0.470, 2.120, -1.051)  0.038
C (-0.354, 2.504, -3.659)  0.000
C (0.219, 3.069, -4.796)  -0.001
C (-0.302, 2.744, -6.037)  0.001
C (-1.391, 1.881, -6.129)  0.000
C (-1.968, 1.354, -4.984)  0.004
C (-1.452, 1.668, -3.732)  0.004
C (2.889, -2.772, -1.296)  -0.001
C (1.658, -3.142, -1.800)  0.010
C (1.621, -4.022, -2.878)  0.001
C (2.797, -4.520, -3.415)  0.000
C (4.029, -4.155, -2.875)  0.000
C (4.082, -3.281, -1.803)  0.000
H (4.860, -0.554, -0.653)  0.000
H (3.657, 0.525, 0.042)  -0.002
H (3.499, -0.676, -2.788)  0.000
H (4.169, 0.897, -2.437)  0.000
H (1.432, 0.408, -1.363)  0.053
H (1.483, 0.380, -3.092)  0.000
H (2.360, 2.723, -3.123)  0.001
H (2.479, 2.716, -1.357)  -0.001
H (1.050, 3.761, -4.714)  0.000
H (0.131, 3.175, -6.931)  0.000
H (-1.792, 1.625, -7.102)  0.000
H (-2.814, 0.683, -5.050)  0.000
H (-1.893, 1.276, -2.824)  -0.010
H (0.750, -2.757, -1.359)  -0.006
H (0.662, -4.309, -3.290)  0.000
H (2.760, -5.205, -4.253)  0.000
H (4.945, -4.558, -3.287)  0.000
H (5.037, -3.002, -1.369)  0.000
O (-1.177, -2.241, -0.612)  0.125
S (-1.666, -1.425, -1.785)  -0.022
O (-2.346, -2.152, -2.810)  0.012
O (-2.468, -0.324, -1.130)  0.157
O (-0.412, -0.704, -2.232)  0.130

Summary:
Relative energy (zero: lowest compared OMol25 entry of this formula, charge and spin)   9.7 kcal per mole
LUMO (alpha / beta)   0.270 / -1.171 eV
Total energy   -3396.9175 hartree
E_HOMO (alpha / beta)   -7.64 / -8.40 eV
Multiplicity   6

***

No. 6
Molecular formula: C2N2O3
Method: DFT, the ωB97M-V functional and the def2-TZVPD basis

Last column: natural (NBO) charge in e.
CARTESIAN COORDINATES (ANGSTROEM)
C (-1.196, 0.796, 0.108)  -0.030
C (-1.681, -0.403, -0.163)  0.565
N (-0.770, 1.859, 0.368)  -0.176
N (2.040, -0.115, 0.204)  0.525
O (-2.115, -1.480, -0.204)  -0.363
O (1.859, 0.617, -0.715)  -0.254
O (1.862, -1.273, 0.401)  -0.268

Summary:
Relative energy (zero: lowest compared OMol25 entry of this formula, charge and spin)   79.0 kcal per mole
LUMO (alpha / beta)   -1.168 / -1.889 eV
Total energy   -411.2198 hartree
E_HOMO (alpha / beta)   -10.78 / -8.42 eV

***

No. 7
Molecular formula: C10H25IrN3O2S2
Method: DFT, the ωB97M-V functional and the def2-TZVPD basis

Last column: Mulliken spin population.
CARTESIAN COORDINATES (ANGSTROEM)
Ir (0.415, 0.083, -0.406)  2.735
S (-0.681, -2.007, -0.085)  0.372
S (-0.681, 2.142, -0.043)  0.357
C (0.712, -3.148, 0.159)  0.020
C (-1.058, -2.275, -1.841)  -0.018
C (-0.568, -1.161, -2.755)  0.042
N (-0.860, 0.094, -2.035)  0.100
C (-0.588, 1.364, -2.732)  0.031
C (-1.074, 2.455, -1.788)  -0.029
H (-2.151, -2.357, -1.863)  0.005
H (-0.634, -3.254, -2.062)  0.003
H (-1.021, -1.156, -3.755)  0.004
H (0.521, -1.164, -2.868)  -0.008
H (-1.058, 1.376, -3.725)  0.007
H (0.498, 1.378, -2.864)  0.001
H (-2.168, 2.536, -1.802)  0.006
H (-0.656, 3.441, -1.987)  0.004
C (0.720, 3.271, 0.213)  0.025
H (-1.822, 0.085, -1.667)  -0.034
H (1.493, 3.143, -0.552)  -0.003
H (1.137, 3.116, 1.210)  -0.005
H (0.297, 4.275, 0.166)  0.024
H (1.106, -3.042, 1.172)  -0.007
H (1.505, -2.993, -0.579)  -0.001
H (0.286, -4.147, 0.060)  0.024
C (-4.512, 0.080, 0.451)  0.001
C (-4.119, 0.080, 1.701)  -0.001
H (-4.610, -0.836, -0.145)  0.000
H (-4.611, 0.996, -0.144)  0.000
H (-3.786, -0.836, 2.185)  0.000
H (-3.780, 0.996, 2.182)  0.000
C (3.128, -0.511, 3.893)  0.004
O (1.730, -0.307, 3.567)  -0.003
C (1.583, -0.108, 2.274)  -0.001
O (0.450, 0.052, 1.761)  0.117
N (2.667, -0.088, 1.485)  0.022
N (2.419, 0.063, 0.065)  0.189
H (3.706, 0.383, 3.616)  0.000
H (3.495, -1.422, 3.399)  0.000
H (3.139, -0.637, 4.971)  0.000
H (3.614, -0.146, 1.869)  0.000
H (2.920, 0.904, -0.278)  0.008
H (2.898, -0.715, -0.424)  0.009

Summary:
Charge   +3
LUMO (alpha / beta)   -9.834 / -13.840 eV
Total energy   -1610.2230 hartree
E_HOMO (alpha / beta)   -17.69 / -17.69 eV
Multiplicity   5

***

No. 8
Molecular formula: C20H22N2
Method: DFT, the ωB97M-V functional and the def2-TZVPD basis

Last column: natural (NBO) charge in e.
CARTESIAN COORDINATES (ANGSTROEM)
C (1.107, 0.820, 2.295)  -0.631
C (0.758, 1.809, 1.119)  -0.198
N (-0.618, 1.522, 0.782)  -0.410
C (-1.549, 1.619, 1.783)  0.155
C (-1.804, 2.492, 2.918)  -0.246
C (-2.915, 2.164, 3.793)  -0.208
C (-3.557, 0.943, 3.672)  -0.240
C (-3.267, 0.024, 2.661)  -0.172
C (-2.271, 0.448, 1.699)  -0.062
C (-1.775, -0.333, 0.521)  -0.102
C (-2.182, -1.600, 0.113)  -0.185
C (-1.433, -2.153, -0.976)  -0.220
C (-0.386, -1.435, -1.659)  0.160
C (-0.135, -0.086, -1.279)  -0.130
C (-0.801, 0.430, -0.089)  0.231
C (0.894, 0.600, -2.009)  -0.031
C (0.546, 1.972, -2.498)  -0.644
C (1.929, -0.178, -2.408)  -0.194
C (1.925, -1.651, -2.121)  0.075
C (2.382, -1.799, -0.732)  -0.605
C (2.810, -2.522, -3.087)  -0.585
N (0.566, -2.080, -2.429)  -0.628
H (2.198, 0.853, 2.514)  0.211
H (0.567, 1.072, 3.231)  0.221
H (0.809, -0.166, 1.958)  0.212
H (0.876, 2.825, 1.346)  0.194
H (1.383, 1.648, 0.322)  0.206
H (-1.363, 3.469, 2.918)  0.216
H (-3.319, 2.795, 4.594)  0.221
H (-4.389, 0.719, 4.367)  0.208
H (-3.573, -0.939, 2.771)  0.207
H (-3.073, -1.946, 0.531)  0.215
H (-1.584, -3.163, -1.301)  0.213
H (-0.488, 2.206, -2.431)  0.231
H (0.966, 2.013, -3.545)  0.224
H (1.002, 2.816, -1.951)  0.219
H (2.738, 0.385, -2.881)  0.208
H (2.658, -2.818, -0.518)  0.213
H (1.676, -1.299, 0.010)  0.225
H (3.338, -1.288, -0.737)  0.215
H (3.924, -2.523, -2.832)  0.208
H (2.530, -3.509, -3.046)  0.218
H (2.603, -2.100, -4.035)  0.206
H (0.295, -2.055, -3.354)  0.378

Summary:
SMILES   CCn1c2ccccc2c2ccc3c(c21)C(C)=CC(C)(C)N3
Relative energy (zero: lowest compared OMol25 entry of this formula, charge and spin)   57.3 kcal per mole
LUMO   0.636 eV
Total energy   -884.7381 hartree
E_HOMO   -7.55 eV

***

Which value of total energy does entry 1 give?
-344.2442 hartree

***

total energy of number 4 (C19H26MnN6O2S5)?
-4360.0145 hartree